Record 1
Computed, not measured: a molecular structure, C32H72ClN4O4 at a distorted geometry, with the ωB97M-V functional and the def2-TZVPD basis.

Results
Highest occupied orbital energy   -16.247 eV
Net charge   +3
Largest force on an atom   11.28 eV Å⁻¹
Multiplicity   1

Atoms and positions in Å:
Cl: 3.2263 9.7222 2.2893
O: 4.3897 9.0739 1.8276
O: 2.4666 8.7852 2.9869
O: 3.4796 10.7303 3.2599
O: 2.3058 10.2567 1.3165
C: 2.0693 12.6192 3.9624
C: 1.0773 11.6070 3.1597
C: 0.7441 11.9025 1.6309
N: -0.5154 11.1710 1.1083
C: -0.4526 11.1490 -0.4716
C: -1.7333 12.0166 1.5679
C: -2.9021 11.0314 1.7695
C: -2.3395 9.6517 1.4868
C: -0.8033 9.7537 1.5984
H: 3.0255 12.7998 3.4714
H: 2.4929 12.2343 4.8900
H: 1.5280 13.5405 4.1773
H: 0.2171 11.5975 3.8291
H: 1.4136 10.5903 3.3629
H: 1.5272 11.6566 0.9137
H: 0.5888 12.9681 1.4619
H: 0.5201 10.7792 -0.7960
H: -0.2565 12.1907 -0.7255
H: -1.3980 10.7009 -0.7774
H: -1.9051 12.8591 0.8980
H: -1.6124 12.2350 2.6290
H: -3.6664 11.1584 1.0028
H: -3.4061 11.1623 2.7270
H: -2.4724 9.2880 0.4679
H: -2.6183 8.7750 2.0715
H: -0.2100 9.0153 1.0590
H: -0.6638 9.7125 2.6787
C: 6.2207 7.6046 4.7857
C: 4.9735 8.4466 4.8788
C: 4.0939 8.1919 6.0983
N: 2.6293 8.5800 5.9721
C: 1.6911 7.6018 5.1675
C: 2.0251 8.7731 7.4161
C: 0.8334 9.8324 7.3193
C: 1.0461 10.6531 6.1110
C: 2.3739 10.0056 5.5025
H: 6.7942 7.9853 3.9406
H: 5.9324 6.5560 4.7125
H: 6.7881 7.6931 5.7121
H: 4.2523 8.5730 4.0714
H: 5.3524 9.4661 4.9496
H: 4.4491 8.6133 7.0388
H: 4.0212 7.1590 6.4386
H: 1.8174 6.5770 5.5165
H: 2.1580 7.4643 4.1922
H: 0.6573 7.9257 5.0468
H: 1.7537 7.7713 7.7492
H: 2.8893 9.2125 7.9141
H: -0.1054 9.2869 7.2234
H: 0.7448 10.4698 8.1991
H: 0.1406 10.4806 5.5294
H: 1.1362 11.7357 6.2000
H: 2.4992 10.1316 4.4271
H: 3.2141 10.4853 6.0046
C: 11.8279 8.2094 1.2616
C: 10.7920 9.2797 1.4597
C: 9.3562 8.7962 1.2166
N: 8.2381 9.8651 1.2283
C: 8.3409 10.8699 0.0216
C: 8.1498 10.7497 2.4960
C: 6.6926 11.2507 2.6744
C: 5.8766 10.1809 1.9166
C: 6.8317 9.2064 1.2700
H: 11.6170 7.2723 1.7768
H: 12.8752 8.4130 1.4848
H: 11.8655 7.9889 0.1948
H: 11.1004 10.0858 0.7940
H: 10.7983 9.6640 2.4797
H: 9.0959 8.1355 2.0436
H: 9.3290 8.4104 0.1975
H: 9.2906 11.4037 0.0564
H: 7.5131 11.5787 0.0007
H: 8.2429 10.2658 -0.8804
H: 8.9242 11.5164 2.4695
H: 8.4521 9.9872 3.2138
H: 6.5318 12.2021 2.1674
H: 6.4116 11.3655 3.7213
H: 5.1925 10.5680 1.1614
H: 5.2518 9.6966 2.6669
H: 6.5368 8.8230 0.2932
H: 6.7553 8.4964 2.0934
C: 5.6507 9.2027 -0.8036
C: 4.5075 8.1727 -0.6721
C: 3.0932 8.7112 -0.6580
N: 1.9610 7.6681 -0.2575
C: 0.6475 8.2935 -0.7369
C: 1.8233 7.4761 1.2852
C: 0.9242 6.2426 1.4806
C: 1.2258 5.4134 0.2176
C: 2.0703 6.2187 -0.7100
H: 5.7128 9.6470 -1.7971
H: 6.5738 8.6887 -0.5358
H: 5.4266 9.9808 -0.0739
H: 4.7369 7.5622 0.2012
H: 4.5586 7.4753 -1.5083
H: 2.9206 8.9317 -1.7115
H: 3.0276 9.5450 0.0410
H: 0.6542 8.5758 -1.7896
H: 0.4487 9.1927 -0.1538
H: -0.1152 7.5414 -0.5347
H: 1.4052 8.3494 1.7857
H: 2.8756 7.3366 1.5329
H: -0.1344 6.4603 1.6229
H: 1.1839 5.5827 2.3083
H: 0.3614 4.9544 -0.2622
H: 1.8485 4.5683 0.5111
H: 1.7242 6.2162 -1.7435
H: 3.1224 5.9450 -0.7888

=====

Record 2
Computed, not measured: 2 unconnected molecules or ions with the total composition C3H10N2 at a distorted geometry, with the ωB97M-V functional and the def2-TZVPD basis.

Results
Highest occupied orbital energy   -8.866 eV
Net charge   0
Largest force on an atom   5.84 eV Å⁻¹
Multiplicity   1
Structure (SMILES)   [H]/N=N\C.CC

Atoms and positions in Å:
C: 0.7944 0.7855 -1.5006
C: -1.2787 -1.9508 0.7978
C: 1.5956 1.5812 -0.4249
N: -1.3049 0.0199 1.9626
N: -0.7343 -0.9470 1.6089
H: 0.7323 -0.1744 -1.0518
H: -0.1932 1.3937 -1.6035
H: 1.2200 0.6202 -2.5425
H: -1.8541 -1.6099 0.0488
H: -0.4313 -2.5307 0.2397
H: -1.7338 -2.8578 1.3953
H: 1.9466 2.6039 -0.8645
H: 0.9610 1.8295 0.4884
H: 2.5418 1.1927 -0.1406
H: -2.2613 0.0438 1.5868

=====

Record 3
Computed, not measured: a gas-phase ion, C8H8NOS (charge +1) at a distorted geometry, with the ωB97M-V functional and the def2-TZVPD basis.

Results
Highest occupied orbital energy   -12.539 eV
Net charge   +1
Largest force on an atom   4.84 eV Å⁻¹
Multiplicity   1

Atoms and positions in Å:
C: -0.9287 2.0554 0.0357
C: 0.2828 1.3649 0.0025
C: -0.9725 -2.0885 -0.0784
C: -2.3463 -2.3157 -0.0539
C: -2.2456 1.5688 0.0369
C: 0.4620 -0.0359 -0.0635
C: -2.4862 0.2282 -0.0567
C: 1.8541 -0.6251 0.0900
N: -0.6397 -0.7943 0.0226
O: -3.2826 2.4026 -0.0316
S: -3.4653 -1.0452 0.0261
H: -0.7493 3.1260 0.2433
H: 1.0651 2.0483 -0.2576
H: -0.1103 -2.6873 -0.3283
H: -2.9116 -3.1945 0.2197
H: 1.9574 -1.2583 0.9003
H: 2.2996 -1.1788 -0.7304
H: 2.4093 0.2581 0.3578
H: -3.1971 3.3196 -0.3261

=====

Record 4
Computed, not measured: a molecular structure, C16H24N2O6 at a distorted geometry, with the ωB97M-V functional and the def2-TZVPD basis.

Results
Highest occupied orbital energy   -8.331 eV
Net charge   0
Largest force on an atom   17.04 eV Å⁻¹
Multiplicity   1

Atoms and positions in Å:
C: 2.0719 -1.2437 -4.1376
O: 2.6191 -1.5924 -2.9933
C: 3.0691 -0.5753 -2.1740
C: 3.6103 -1.1304 -0.9234
C: 2.4146 -1.3698 -0.2116
N: 1.7741 -2.6107 -0.5619
H: 1.9674 -2.6058 -1.5386
C: 0.1825 -2.7030 -0.1934
H: 0.1125 -2.2711 0.8087
C: -0.0929 -4.1059 0.0593
O: -1.3063 -4.6841 0.3797
O: 0.8601 -5.1016 0.0012
H: 1.7508 -4.2659 -0.3252
C: -0.7518 -2.0463 -1.0028
C: -0.6768 -0.5076 -1.1813
O: 0.0640 0.0745 -1.9434
N: -0.9820 0.1624 -0.0042
C: -1.0109 1.3869 0.4548
C: -0.7811 2.4654 -0.2627
C: -0.6089 3.6918 0.2324
C: -1.2571 3.9771 1.3007
C: -1.5968 2.8216 2.2959
C: -1.6770 1.6052 1.8286
O: -1.9799 0.5021 2.5496
C: -2.9550 0.7009 3.6291
H: -3.6147 1.4930 3.6567
H: -2.8709 -0.0885 3.9317
H: -2.0936 1.1837 4.4797
H: -1.9713 3.1778 3.1618
O: -1.2474 5.3049 1.9786
C: -0.9530 6.3114 1.2427
H: -1.4637 6.4566 0.1492
H: 0.2038 6.2878 1.0418
H: -0.9620 7.2765 1.7280
H: -0.2421 4.5291 -0.5509
H: -0.3319 2.1488 -1.1293
H: -1.6774 -0.5481 0.6216
H: -0.3292 -2.3852 -1.9080
H: -1.7363 -2.3639 -0.7769
H: 1.8570 -0.7333 0.1670
H: 2.9064 -1.6229 1.0973
H: 4.3892 -2.2631 -0.8911
H: 4.3487 -0.5121 -0.4677
H: 4.1785 -0.1932 -2.8866
H: 2.3827 -0.0077 -2.1993
H: 1.6382 -2.0123 -4.7150
H: 2.7924 -0.6267 -4.8773
H: 1.2553 -0.4390 -3.9874

=====

Record 5
Computed, not measured: C9H5N3O3 in the gas phase at a distorted geometry, with the ωB97M-V functional and the def2-TZVPD basis.

Results
Highest occupied orbital energy (alpha / beta)   -8.545 / -8.546 eV
Net charge   0
Largest force on an atom   5.06 eV Å⁻¹
Multiplicity   1

Atoms and positions in Å:
C: -3.0554 -0.3552 0.2167
C: -2.9134 0.9853 0.5463
C: -2.0542 -1.0625 -0.3868
C: -1.6853 1.5595 0.4538
C: 0.4843 -1.4230 -0.5740
C: -0.6994 -0.5374 -0.4055
C: -0.5732 0.7954 -0.0206
C: 2.8565 -0.8483 -0.5620
C: 1.6263 1.9253 -0.4740
N: 1.6772 -0.9995 -0.6345
N: 0.6999 1.3313 -0.0072
N: 3.8306 -0.8512 0.4010
O: 4.3171 -1.9831 0.4333
O: 2.5135 2.6303 -0.7305
O: 4.0897 0.1376 1.0611
H: -4.0440 -0.9519 0.2829
H: -3.7330 1.4622 0.8593
H: -2.1438 -2.0060 -0.6920
H: -1.3890 2.6250 0.7991
H: 0.1957 -2.4336 -0.5665

=====

Record 6
Computed, not measured: C17H26N2O2S in the gas phase at a distorted geometry, with the ωB97M-V functional and the def2-TZVPD basis.

Results
Highest occupied orbital energy   -8.062 eV
Net charge   0
Largest force on an atom   2.49 eV Å⁻¹
Multiplicity   1
Structure (SMILES)   CCN(CC)CCOc1ccccc1C(=S)N1CCOCC1

Atoms and positions in Å:
S: 2.1163 1.1745 2.1510
O: -0.9929 0.7444 -0.7190
O: 3.3398 2.6025 -2.7548
C: 1.2844 1.7135 0.7728
C: -2.7199 3.1250 1.5353
C: -1.6847 3.5634 2.3148
C: -2.4696 2.1508 0.5487
C: -0.3793 3.1646 2.0085
C: -1.1754 1.6797 0.2853
C: -0.0928 2.2132 1.0052
N: -0.9022 -2.7473 0.4905
N: 1.8548 1.7567 -0.5291
C: -1.4296 -4.6995 1.9159
C: -1.7421 -3.9748 -1.5057
C: -1.4760 -0.5897 -0.4575
C: 2.1060 3.3012 -2.4978
C: 4.0779 2.2082 -1.6204
C: -0.6026 -3.4134 1.7592
C: -0.5121 -3.4734 -0.7289
C: -0.5936 -1.2994 0.4886
C: 1.1714 2.4052 -1.6885
C: 3.2439 1.2802 -0.7890
H: -3.7525 3.4414 1.7097
H: -1.8338 4.1847 3.1783
H: -3.2786 1.7268 -0.0199
H: 0.4420 3.5644 2.6286
H: -2.4782 -4.4726 1.6804
H: -1.0766 -5.4860 1.2831
H: -1.4476 -5.0761 2.9764
H: -2.1503 -4.8019 -0.9321
H: -1.4140 -4.3125 -2.5187
H: -2.4848 -3.2019 -1.6123
H: -1.3808 -1.0602 -1.4338
H: -2.5037 -0.5485 -0.1256
H: 1.6365 3.6207 -3.4383
H: 2.3193 4.2039 -1.9445
H: 5.0095 1.7510 -1.9188
H: 4.3455 3.0604 -0.9694
H: -0.8572 -2.6853 2.5624
H: 0.4558 -3.6823 1.7954
H: 0.1161 -2.8303 -1.3786
H: 0.1121 -4.3366 -0.4290
H: 0.4515 -1.1391 0.2224
H: -0.6997 -0.8722 1.5075
H: 0.6975 1.6476 -2.3441
H: 0.3499 3.0291 -1.3693
H: 3.7435 1.1046 0.1439
H: 3.2567 0.2855 -1.2389